#i
A cluster of 2 separate species, C5H11O2 in total. Source: the Open Molecules 2025 dataset; level of theory: ωB97M-V/def2-TZVPD.

As for the multiplicity: 2. Its expectation value of S² is 0.7541.

Bonds (Å) are listed after each position.
Element x y z (Å)
1 C 0.72 -1.00 -0.69  C2 1.529, C3 1.550, H4 1.081, H5 1.093
2 C 1.16 -2.40 -1.10  C1 1.529, H6 1.091, H7 1.091, H9 1.087
3 C -0.42 -0.48 -1.60  C1 1.550, H8 1.092, H10 1.088, H11 1.096
4 H 1.57 -0.34 -0.73  C1 1.081
5 H 0.36 -0.89 0.34  C1 1.093
6 H 1.61 -2.91 -0.25  C2 1.091
7 H 0.30 -2.99 -1.43  C2 1.091
8 H -1.09 0.21 -1.08  C3 1.092
9 H 1.85 -2.38 -1.95  C2 1.087
10 H -1.05 -1.22 -2.10  C3 1.088
11 H 0.01 0.10 -2.42  C3 1.096
12 C -0.96 2.35 1.30  C13 1.526, H16 1.094, H17 1.086, H18 1.079
13 C -0.42 1.60 2.52  C12 1.526, O14 1.282, O15 1.213
14 O -1.36 0.97 3.10  C13 1.282
15 O 0.73 1.69 2.90  C13 1.213
16 H -0.12 2.99 1.05  C12 1.094
17 H -1.76 2.96 1.71  C12 1.086
18 H -1.16 1.74 0.43  C12 1.079

=====

#ii
A cluster of 2 separate species, C5H11O2 in total. Source: the Open Molecules 2025 dataset; level of theory: ωB97M-V/def2-TZVPD.

As for the multiplicity: 2. Its expectation value of S² is 0.7556.

Bonds (Å) are listed after each position.
Element x y z (Å)
1 C -1.93 0.83 0.15  C2 1.528, C3 1.598, H4 1.084, H5 1.090
2 C -0.68 0.54 0.98  C1 1.528, H6 1.098, H7 1.091, H10 1.102
3 C -2.45 -0.55 -0.48  C1 1.598, H8 1.092, H9 1.075, H11 1.075
4 H -2.81 1.19 0.67  C1 1.084
5 H -1.49 1.34 -0.70  C1 1.090
6 H 0.10 1.29 1.13  C2 1.098
7 H -0.16 -0.35 0.61  C2 1.091
8 H -2.01 -1.34 0.12  C3 1.092
9 H -3.49 -0.67 -0.21  C3 1.075
10 H -0.91 0.33 2.04  C2 1.102
11 H -2.33 -0.56 -1.55  C3 1.075
12 C 2.55 -0.01 -1.03  C13 1.542, H16 1.071, H17 1.089, H18 1.103
13 C 2.61 -0.76 0.32  C12 1.542, O14 1.273, O15 1.221
14 O 1.97 -0.30 1.33  C13 1.273
15 O 3.34 -1.73 0.45  C13 1.221
16 H 1.72 -0.24 -1.66  C12 1.071
17 H 3.60 -0.09 -1.32  C12 1.089
18 H 2.37 1.06 -0.84  C12 1.103

=====

#iii
A cluster of 2 separate species, C5H11O2 in total. Source: the Open Molecules 2025 dataset; level of theory: ωB97M-V/def2-TZVPD.

As for the multiplicity: 2. Its expectation value of S² is 0.7569.

Bonds (Å) are listed after each position.
Element x y z (Å)
1 C -0.51 -1.16 -1.30  C2 1.542, C3 1.548, H6 1.138, H7 1.078
2 C 0.38 -2.33 -1.75  C1 1.542, H8 1.101, H9 1.101, H10 1.119
3 C -1.31 -1.53 -0.02  C1 1.548, O4 1.232, O5 1.232
4 O -1.27 -0.77 0.95  C3 1.232
5 O -2.04 -2.52 0.07  C3 1.232
6 H 0.05 -0.17 -1.20  C1 1.138
7 H -1.21 -0.97 -2.09  C1 1.078
8 H 0.10 -3.31 -1.34  C2 1.101
9 H 1.46 -2.24 -1.94  C2 1.101
10 H 0.09 -2.50 -2.81  C2 1.119
11 C -0.06 1.90 1.90  C12 1.481, H13 1.079, H14 1.168, H15 1.019
12 C 0.97 2.43 0.98  C11 1.481, H16 1.170, H17 1.115, H18 1.123
13 H 0.20 0.88 2.16  C11 1.079
14 H -0.29 2.53 2.86  C11 1.168
15 H -0.92 1.85 1.36  C11 1.019
16 H 1.69 3.23 1.45  C12 1.170
17 H 1.88 1.82 0.77  C12 1.115
18 H 0.78 2.85 -0.05  C12 1.123

=====

#iv
An isolated molecule of C5H11O2. Source: the Open Molecules 2025 dataset; level of theory: ωB97M-V/def2-TZVPD.

As for the multiplicity: 2. Its expectation value of S² is 0.7553.

Bonds (Å) are listed after each position.
Element x y z (Å)
1 C -0.06 -1.96 0.84  O2 1.324, C3 1.573, H8 1.097, H9 1.126
2 O 0.80 -2.89 0.45  C1 1.324
3 C 0.45 -0.63 1.52  C1 1.573, C4 1.514, H10 1.100, H11 1.143
4 C 0.58 0.54 0.58  C3 1.514, C5 1.535, H12 1.087, H13 1.108
5 C -0.62 1.14 -0.18  C4 1.535, C6 1.568, H14 1.115, H15 1.111
6 C -0.38 1.36 -1.71  C5 1.568, O7 1.390, H16 1.125, H17 1.089
7 O -0.05 0.17 -2.36  C6 1.390, H18 0.957
8 H -0.97 -2.39 1.28  C1 1.097
9 H -0.65 -1.47 0.02  C1 1.126
10 H 1.36 -0.92 2.06  C3 1.100
11 H -0.32 -0.24 2.27  C3 1.143
12 H 1.23 1.25 1.08  C4 1.087
13 H 1.09 0.04 -0.27  C4 1.108
14 H -1.03 2.04 0.35  C5 1.115
15 H -1.50 0.48 -0.06  C5 1.111
16 H 0.54 1.98 -1.57  C6 1.125
17 H -1.07 1.85 -2.40  C6 1.089
18 H 0.61 -0.35 -1.91  O7 0.957

=====

It comes down to #i, which is 16.4 kcal/mol more stable than the next structure.

=====

#i
A cluster of 4 separate species, C2H14N2O3 in total. Source: the Open Molecules 2025 dataset; level of theory: ωB97M-V/def2-TZVPD.

The structure (SMILES) is NCCN.O.O.O.

Bonds (Å) are listed after each position.
Element x y z (Å)
1 N 1.10 -2.10 0.18  C2 1.470, H5 1.006, H6 1.070
2 C 0.69 -0.69 0.10  N1 1.470, C3 1.533, H7 1.070, H8 1.109
3 C 1.74 0.24 0.70  C2 1.533, N4 1.469, H9 1.105, H10 1.106
4 N 1.44 1.66 0.45  C3 1.469, H11 1.034, H12 1.026
5 H 0.41 -2.63 -0.32  N1 1.006
6 H 1.10 -2.34 1.22  N1 1.070
7 H -0.23 -0.55 0.64  C2 1.070
8 H 0.52 -0.45 -0.97  C2 1.109
9 H 1.85 0.02 1.78  C3 1.105
10 H 2.72 0.00 0.26  C3 1.106
11 H 2.19 2.21 0.89  N4 1.034
12 H 1.53 1.81 -0.56  N4 1.026
13 O -1.22 2.21 0.78  H14 0.971, H15 0.974
14 H -0.27 2.02 0.71  O13 0.971
15 H -1.30 3.12 1.11  O13 0.974
16 O -1.74 -2.45 -1.10  H17 0.962, H18 1.000
17 H -1.84 -1.49 -1.03  O16 0.962
18 H -1.79 -2.62 -2.09  O16 1.000
19 O -2.10 0.32 -1.02  H20 1.018, H21 1.039
20 H -2.98 0.67 -1.40  O19 1.018
21 H -1.82 1.02 -0.31  O19 1.039

=====

#ii
A cluster of 4 separate species, C2H14N2O3 in total. Source: the Open Molecules 2025 dataset; level of theory: ωB97M-V/def2-TZVPD.

The structure (SMILES) is CNCN.O.O.O.

Bonds (Å) are listed after each position.
Element x y z (Å)
1 C -2.04 -2.90 -0.19  N2 1.472, H5 1.085, H6 1.093, H7 1.076
2 N -1.35 -1.67 -0.61  C1 1.472, C3 1.461, H8 1.010
3 C -1.85 -0.54 0.17  N2 1.461, N4 1.417, H9 1.097, H10 1.096
4 N -1.02 0.61 0.13  C3 1.417, H11 0.997, H12 1.005
5 H -3.10 -2.75 -0.05  C1 1.085
6 H -1.69 -3.18 0.81  C1 1.093
7 H -1.80 -3.71 -0.86  C1 1.076
8 H -1.58 -1.56 -1.59  N2 1.010
9 H -2.88 -0.27 -0.11  C3 1.097
10 H -1.80 -0.88 1.21  C3 1.096
11 H -1.21 1.36 -0.49  N4 0.997
12 H -0.20 0.58 0.71  N4 1.005
13 O 1.73 -1.28 -1.29  H14 0.963, H15 0.962
14 H 1.35 -1.96 -0.72  O13 0.963
15 H 0.99 -0.70 -1.49  O13 0.962
16 O 2.99 5.56 0.45  H17 0.965, H18 0.971
17 H 3.24 6.30 1.01  O16 0.965
18 H 3.79 5.46 -0.10  O16 0.971
19 O 1.79 0.43 1.11  H20 0.960, H21 0.964
20 H 2.51 0.75 1.67  O19 0.960
21 H 2.13 0.36 0.21  O19 0.964

=====

It comes down to #i, which is 14.0 kcal/mol more stable than the next structure.

=====

#i
An isolated molecule of C17H25NO3. Source: the Open Molecules 2025 dataset; level of theory: ωB97M-V/def2-TZVPD.

The structure (SMILES) is CCOC(=O)[C@]1(Cc2ccccc2)CCCN(CCO)C1.

Bonds (Å) are listed after each position.
Element x y z (Å)
1 C -1.03 -2.87 -1.38  C2 1.517, H22 1.087, H23 1.086, H24 1.087
2 C -0.57 -1.59 -2.04  C1 1.517, O3 1.431, H25 1.095, H26 1.095
3 O -0.18 -0.68 -1.01  C2 1.431, C4 1.329
4 C -0.09 0.61 -1.34  O3 1.329, O5 1.205, C6 1.526
5 O -0.25 1.02 -2.46  C4 1.205
6 C 0.19 1.51 -0.14  C4 1.526, C7 1.549, C14 1.533, C21 1.532
7 C -1.17 2.16 0.23  C6 1.549, C8 1.503, H27 1.092, H28 1.092
8 C -2.24 1.12 0.44  C7 1.503, C9 1.389, C13 1.390
9 C -2.47 0.58 1.70  C8 1.389, C10 1.384, H29 1.081
10 C -3.42 -0.42 1.87  C9 1.384, C11 1.384, H30 1.080
11 C -4.15 -0.88 0.79  C10 1.384, C12 1.385, H31 1.080
12 C -3.94 -0.33 -0.46  C11 1.385, C13 1.383, H32 1.080
13 C -3.00 0.67 -0.63  C8 1.390, C12 1.383, H33 1.081
14 C 1.19 2.59 -0.56  C6 1.533, C15 1.526, H34 1.093, H35 1.091
15 C 2.55 1.95 -0.83  C14 1.526, C16 1.525, H36 1.091, H37 1.091
16 C 3.01 1.13 0.37  C15 1.525, N17 1.450, H38 1.107, H39 1.092
17 N 2.02 0.12 0.68  C16 1.450, C18 1.454, C21 1.448
18 C 2.50 -0.89 1.62  N17 1.454, C19 1.532, H40 1.100, H41 1.092
19 C 3.09 -2.05 0.81  C18 1.532, O20 1.403, H42 1.101, H43 1.093
20 O 2.13 -2.57 -0.07  C19 1.403, H44 0.971
21 C 0.76 0.73 1.04  C6 1.532, N17 1.448, H45 1.107, H46 1.091
22 H -1.86 -2.67 -0.71  C1 1.087
23 H -1.35 -3.58 -2.14  C1 1.086
24 H -0.21 -3.31 -0.81  C1 1.087
25 H -1.37 -1.13 -2.63  C2 1.095
26 H 0.29 -1.77 -2.70  C2 1.095
27 H -1.04 2.75 1.13  C7 1.092
28 H -1.46 2.82 -0.59  C7 1.092
29 H -1.91 0.94 2.55  C9 1.081
30 H -3.59 -0.84 2.85  C10 1.080
31 H -4.89 -1.66 0.93  C11 1.080
32 H -4.52 -0.67 -1.31  C12 1.080
33 H -2.85 1.10 -1.61  C13 1.081
34 H 1.28 3.33 0.24  C14 1.093
35 H 0.83 3.09 -1.46  C14 1.091
36 H 3.29 2.72 -1.06  C15 1.091
37 H 2.47 1.29 -1.70  C15 1.091
38 H 3.18 1.80 1.23  C16 1.107
39 H 3.95 0.63 0.13  C16 1.092
40 H 3.25 -0.49 2.32  C18 1.100
41 H 1.66 -1.27 2.20  C18 1.092
42 H 3.97 -1.70 0.24  C19 1.101
43 H 3.41 -2.86 1.47  C19 1.093
44 H 1.62 -1.81 -0.39  O20 0.971
45 H 0.87 1.42 1.90  C21 1.107
46 H 0.06 -0.06 1.33  C21 1.091

=====

#ii
An isolated molecule of C17H25NO3. Source: the Open Molecules 2025 dataset; level of theory: ωB97M-V/def2-TZVPD.

The structure (SMILES) is CC(C)(C)[C@H]1CC[C@@H](C(=O)OCC(=O)c2ccc[nH]2)CC1.

Bonds (Å) are listed after each position.
Element x y z (Å)
1 C -2.84 -2.17 -0.09  C2 1.534, H22 1.088, H23 1.086, H24 1.088
2 C -3.07 -0.67 0.16  C1 1.534, C3 1.530, C4 1.534, C5 1.552
3 C -2.80 -0.37 1.63  C2 1.530, H25 1.086, H26 1.088, H27 1.087
4 C -4.54 -0.37 -0.16  C2 1.534, H28 1.088, H29 1.088, H30 1.087
5 C -2.16 0.16 -0.80  C2 1.552, C6 1.537, C21 1.543, H31 1.097
6 C -0.70 -0.31 -0.80  C5 1.537, C7 1.524, H32 1.090, H33 1.090
7 C 0.19 0.74 -1.44  C6 1.524, C8 1.544, H34 1.093, H35 1.091
8 C 0.30 1.97 -0.51  C7 1.544, C9 1.508, C20 1.533, H36 1.092
9 C 1.43 1.67 0.44  C8 1.508, O10 1.212, O11 1.327
10 O 1.32 1.05 1.48  C9 1.212
11 O 2.60 2.09 -0.03  C9 1.327, C12 1.427
12 C 3.79 1.82 0.69  O11 1.427, C13 1.544, H37 1.092, H38 1.096
13 C 4.62 0.71 0.00  C12 1.544, O14 1.214, C15 1.441
14 O 5.66 1.01 -0.56  C13 1.214
15 C 4.10 -0.63 0.04  C13 1.441, C16 1.394, N19 1.371
16 C 4.62 -1.75 -0.62  C15 1.394, C17 1.393, H39 1.071
17 C 3.81 -2.84 -0.29  C16 1.393, C18 1.380, H40 1.072
18 C 2.83 -2.37 0.56  C17 1.380, N19 1.344, H41 1.073
19 N 3.01 -1.05 0.75  C15 1.371, C18 1.344, H42 1.014
20 C -1.01 2.19 0.25  C8 1.533, C21 1.526, H43 1.090, H44 1.092
21 C -2.21 1.68 -0.54  C5 1.543, C20 1.526, H45 1.092, H46 1.089
22 H -3.58 -2.75 0.45  C1 1.088
23 H -1.85 -2.48 0.25  C1 1.086
24 H -2.93 -2.40 -1.15  C1 1.088
25 H -3.07 0.66 1.88  C3 1.086
26 H -3.41 -1.03 2.25  C3 1.088
27 H -1.76 -0.53 1.89  C3 1.087
28 H -4.77 -0.63 -1.19  C4 1.088
29 H -5.18 -0.96 0.49  C4 1.088
30 H -4.78 0.68 -0.01  C4 1.087
31 H -2.56 -0.01 -1.80  C5 1.097
32 H -0.61 -1.24 -1.36  C6 1.090
33 H -0.35 -0.50 0.21  C6 1.090
34 H 1.19 0.34 -1.64  C7 1.093
35 H -0.23 1.05 -2.40  C7 1.091
36 H 0.59 2.84 -1.10  C8 1.092
37 H 4.38 2.73 0.68  C12 1.092
38 H 3.55 1.54 1.72  C12 1.096
39 H 5.48 -1.74 -1.25  C16 1.071
40 H 3.93 -3.85 -0.62  C17 1.072
41 H 2.03 -2.90 1.03  C18 1.073
42 H 2.41 -0.46 1.32  N19 1.014
43 H -0.95 1.67 1.21  C20 1.090
44 H -1.13 3.25 0.46  C20 1.092
45 H -2.24 2.20 -1.50  C21 1.092
46 H -3.12 1.95 -0.01  C21 1.089

=====

It comes down to #ii, which is 2.1 kcal/mol more stable than the next structure.